Entry 1:
Here is 2 unconnected molecules or ions with the total composition C15H36BNO3P from the Open Molecules 2025 dataset. Energies are from the ωB97M-V functional and the def2-TZVPD basis.

Positions of all 57 atoms, in Å:
C1 -7.2686 2.8367 -1.0570
O1 -7.1095 1.4273 -0.8989
B1 -6.4414 1.0497 0.2501
O2 -7.0558 1.1799 1.4850
P1 -4.5678 0.3908 0.0601
C2 -2.7696 -0.1462 -0.1045
C3 -1.8529 0.1481 1.0912
C4 -2.0380 1.4873 1.8036
C5 -1.3125 1.4432 3.1471
C6 -1.4969 2.6370 0.9363
H1 -7.6665 3.0183 -2.0487
H2 -6.3153 3.3597 -0.9702
H3 -7.9595 3.2437 -0.3174
H4 -7.0793 2.0815 1.8011
H5 -4.8774 -0.2346 -1.1962
H6 -4.1706 1.7863 -0.0525
H7 -4.6387 -0.3310 1.3223
H8 -2.8081 -1.2314 -0.2404
H9 -2.3711 0.2564 -1.0404
H10 -1.9132 -0.6734 1.8048
H11 -0.8219 0.1420 0.7232
H12 -3.0848 1.6888 2.0321
H13 -1.3983 2.3950 3.6714
H14 -1.7494 0.6840 3.7951
H15 -0.2568 1.2149 3.0059
H16 -2.0872 3.5415 1.0569
H17 -1.4993 2.3499 -0.1140
H18 -0.4621 2.8359 1.2100
C7 5.5014 -2.1216 -1.1550
C8 4.3214 -2.2556 -0.1820
C9 3.2039 -3.1044 -0.7930
C10 2.4352 -2.3852 -1.9013
C11 1.8995 -1.0419 -1.4069
C12 2.9851 -0.1423 -0.8118
N1 3.7628 -0.9212 0.2032
O3 3.1938 -0.9401 1.3474
C13 3.8890 0.4225 -1.9195
C14 2.3468 1.0443 -0.1069
C15 4.8569 -2.9270 1.0745
H19 5.2160 -1.8288 -2.1603
H20 6.2269 -1.3993 -0.7794
H21 6.0008 -3.0865 -1.2411
H22 2.5027 -3.3832 -0.0005
H23 3.6414 -4.0313 -1.1701
H24 3.0711 -2.2465 -2.7796
H25 1.6013 -3.0089 -2.2274
H26 1.4093 -0.5013 -2.2200
H27 1.1377 -1.2256 -0.6423
H28 4.8022 0.8428 -1.4971
H29 3.3600 1.2229 -2.4363
H30 4.1619 -0.3056 -2.6777
H31 1.6263 0.7292 0.6439
H32 1.8220 1.6545 -0.8430
H33 3.0987 1.6666 0.3798
H34 5.6044 -2.3009 1.5623
H35 5.3260 -3.8700 0.7929
H36 4.0682 -3.1371 1.7915

E_LUMO ... 0.5 eV
Net charge ... 0
HOMO energy ... -7.28 eV
2S+1 ... 2
Frontier orbital gap ... 7.8 eV
Largest force on an atom ... 0.9 eV Å⁻¹

=====

Entry 2:
Here is a molecular structure, C15H36BrClO5Si2 at a distorted geometry from the Open Molecules 2025 dataset. Energies are from the ωB97M-V functional and the def2-TZVPD basis.

Positions of all 60 atoms, in Å:
C1 -1.7233 0.9626 1.8833
C2 -1.1114 -0.4241 1.9635
C3 -0.9798 -1.0405 0.5559
Cl1 0.7241 -1.0248 -0.0372
Si1 -1.8426 -2.7003 0.3618
Br1 -1.2183 -3.6712 -1.5780
O1 -1.7122 -3.7349 1.6452
Si2 -0.1804 -4.0198 2.2833
C4 0.7413 -5.4331 1.4878
C5 2.1809 -5.4347 2.0519
C6 3.2334 -5.4887 0.9388
C7 3.4296 -4.1623 0.2378
O2 3.4933 -4.0991 -0.9070
O3 3.5472 -3.0509 0.9902
H1 -2.6955 0.8949 1.4135
H2 -1.8026 1.4193 2.8532
H3 -1.0796 1.5686 1.2642
H4 -0.1524 -0.4083 2.4487
H5 -1.7548 -1.0882 2.5330
H6 -1.5027 -0.3620 -0.1043
H7 -3.2780 -2.4228 0.1915
H8 0.6264 -2.7806 2.2544
H9 -0.3642 -4.3486 3.7135
H10 0.7457 -5.4227 0.4043
H11 0.2664 -6.3492 1.8137
H12 2.3433 -4.5601 2.6763
H13 2.3408 -6.2947 2.6795
H14 4.1630 -5.8738 1.3373
H15 2.8929 -6.1781 0.1803
H16 2.7643 -2.9381 1.5492
C8 -1.5573 6.4624 0.7105
C9 -2.2785 5.2195 1.2036
O4 -1.6593 4.5968 2.3145
C10 -1.5356 5.3815 3.4867
C11 -2.8620 5.8624 4.0509
H17 -0.5253 6.2246 0.4483
H18 -2.0589 6.8658 -0.1695
H19 -1.5301 7.2475 1.4674
H20 -2.2836 4.4713 0.4102
H21 -3.3278 5.4435 1.4268
H22 -0.8604 6.2261 3.3100
H23 -1.0457 4.7411 4.2209
H24 -3.3904 6.5162 3.3561
H25 -2.6978 6.4201 4.9736
H26 -3.5139 5.0145 4.2669
C12 0.8421 0.6375 -6.7078
C13 1.8672 1.0494 -5.6642
O5 1.3318 1.2186 -4.3661
C14 0.7228 0.0769 -3.7857
C15 1.6542 -1.1115 -3.6273
H27 0.0329 1.3682 -6.7557
H28 1.3102 0.5673 -7.6904
H29 0.3951 -0.3314 -6.4819
H30 2.2881 2.0173 -5.9391
H31 2.7034 0.3415 -5.6436
H32 -0.1719 -0.2051 -4.3534
H33 0.3784 0.3936 -2.8005
H34 2.0233 -1.4755 -4.5875
H35 1.1328 -1.9337 -3.1361
H36 2.5213 -0.8403 -3.0232

E_LUMO ... 0.6 eV
Net charge ... 0
HOMO energy ... -9.36 eV
Frontier orbital gap ... 10.0 eV
Largest force on an atom ... 5.1 eV Å⁻¹